{
  "formula": "C16H48O20S",
  "method": "ωB97M-V with the def2-TZVPD basis set",
  "elements": ["S", "O", "O", "O", "O", "C", "C", "O", "O", "H", "H", "H", "H", "H", "H", "C", "C", "O", "O", "H", "H", "H", "H", "H", "H", "C", "C", "O", "O", "H", "H", "H", "H", "H", "H", "C", "C", "O", "O", "H", "H", "H", "H", "H", "H", "C", "C", "O", "O", "H", "H", "H", "H", "H", "H", "C", "C", "O", "O", "H", "H", "H", "H", "H", "H", "C", "C", "O", "O", "H", "H", "H", "H", "H", "H", "C", "C", "O", "O", "H", "H", "H", "H", "H", "H"],
  "xyz": [[0.092329, 0.268894, 0.069318], [-0.355671, 0.764894, 1.357318], [-0.766671, -0.841106, -0.304682], [0.072329, 1.344894, -0.964682], [1.475329, -0.122106, 0.230318], [2.862329, -4.268106, 2.590318], [1.730329, -3.413106, 1.904318], [2.303329, -2.474106, 1.174318], [2.138329, -5.106106, 3.489318], [3.628329, -3.694106, 3.148318], [3.272329, -5.033106, 1.756318], [1.260329, -2.896106, 2.971318], [1.014329, -3.931106, 1.555318], [1.732329, -1.853106, 0.738318], [1.616329, -5.715106, 2.887318], [-2.775671, 3.057894, -1.164682], [-2.261671, 3.994894, -0.210682], [-3.105671, 4.178894, 0.885318], [-1.669671, 2.800894, -2.012682], [-3.504671, 3.556894, -1.676682], [-3.044671, 1.962894, -0.964682], [-2.050671, 4.920894, -0.724682], [-1.333671, 3.751894, 0.256318], [-2.810671, 3.426894, 1.413318], [-0.975671, 2.006894, -1.694682], [-1.727671, -1.551106, -3.293682], [-1.328671, -2.911106, -2.846682], [-0.414671, -2.922106, -1.816682], [-2.567671, -0.958106, -2.342682], [-2.538671, -1.591106, -4.200682], [-0.953671, -0.868106, -3.644682], [-0.898671, -3.521106, -3.777682], [-2.032671, -3.632106, -2.320682], [-0.508671, -2.358106, -0.984682], [-2.000671, -0.848106, -1.650682], [1.288329, 2.049894, -3.849682], [2.144329, 2.581894, -4.919682], [2.082329, 1.604894, -5.997682], [1.456329, 2.704894, -2.678682], [1.529329, 0.983894, -3.706682], [0.170329, 2.097894, -4.267682], [3.225329, 3.087894, -4.660682], [1.835329, 3.517894, -5.197682], [2.630329, 2.101894, -6.532682], [0.966329, 2.202894, -2.091682], [2.282329, 2.793894, 2.201318], [2.741329, 1.507894, 2.941318], [3.508329, 0.665894, 2.087318], [1.024329, 3.271894, 2.686318], [2.238329, 2.517894, 1.211318], [3.132329, 3.492894, 2.228318], [1.844329, 0.986894, 3.376318], [3.291329, 1.809894, 3.753318], [2.941329, 0.151894, 1.506318], [0.548329, 2.652894, 2.251318], [2.935329, -3.063106, -2.436682], [2.846329, -1.621106, -2.644682], [3.508329, -0.800106, -1.581682], [1.976329, -3.747106, -3.172682], [2.905329, -3.598106, -1.426682], [3.771329, -3.349106, -3.003682], [1.688329, -1.129106, -2.645682], [3.218329, -1.154106, -3.572682], [2.859329, -0.630106, -0.876682], [1.179329, -3.458106, -2.718682], [-3.081671, -1.838106, 1.956318], [-4.058671, -0.891106, 1.193318], [-4.801671, -0.165106, 2.057318], [-2.244671, -2.526106, 1.019318], [-3.503671, -2.432106, 2.620318], [-2.278671, -1.156106, 2.479318], [-4.838671, -1.571106, 0.619318], [-3.796671, -0.253106, 0.445318], [-4.236671, 0.503894, 2.467318], [-1.805671, -1.724106, 0.570318], [-2.197671, 2.284894, 3.633318], [-1.581671, 1.185894, 4.606318], [-0.332671, 0.823894, 4.221318], [-2.472671, 1.841894, 2.463318], [-1.436671, 3.134894, 3.704318], [-3.092671, 2.650894, 3.998318], [-2.112671, 0.302894, 4.752318], [-1.462671, 1.639894, 5.661318], [-0.345671, 0.932894, 3.287318], [-1.658671, 1.489894, 2.153318]],
  "forces_ev_per_a": [[1.041, 2.213, -0.473], [-0.788, 1.112, 1.469], [-0.719, -0.889, -0.662], [-0.323, -1.198, 0.669], [1.379, -1.216, -0.182], [-1.401, -1.911, -2.647], [4.903, 4.264, 8.668], [2.006, 0.846, -1.918], [-0.572, -1.671, -0.389], [-0.531, -0.320, -0.659], [0.043, 2.043, 1.652], [0.636, -1.183, -2.545], [-5.103, -4.069, -3.090], [-0.765, 0.775, -0.290], [0.842, 1.106, 1.367], [2.906, -4.926, -1.034], [0.840, 1.178, 2.154], [-1.039, 0.540, 1.029], [1.873, -1.012, -1.708], [-2.365, 0.792, -1.771], [-0.685, 1.761, 1.200], [-0.245, 0.538, -0.229], [1.229, -0.808, -0.422], [-0.774, -0.003, 0.598], [-2.636, 2.435, -0.026], [-4.302, 0.062, -2.886], [0.014, -3.046, -0.725], [3.401, 0.205, 1.654], [-1.979, 0.009, -2.281], [2.301, -0.498, 1.436], [0.529, -0.321, 0.267], [-0.460, 1.259, 1.881], [-1.045, 1.317, -1.852], [-0.516, -0.346, -1.916], [2.048, 1.040, 3.751], [-1.817, -1.389, -1.014], [2.498, -0.282, 0.582], [-0.577, 0.440, 2.343], [1.705, 2.697, -1.166], [-0.112, 0.000, -0.280], [1.956, -0.092, 0.832], [-1.434, -2.688, 0.087], [-2.127, 2.218, -1.444], [1.795, 0.658, -3.003], [-1.371, -1.268, 2.816], [1.423, -0.372, 2.095], [-2.505, -0.877, -1.889], [0.675, 0.518, 0.937], [3.419, 2.931, 1.512], [-0.577, -0.531, -2.545], [-0.697, 0.478, 0.431], [0.723, 0.347, -0.620], [1.831, 0.345, 1.966], [-0.507, 0.113, -0.072], [-3.565, -2.875, -1.958], [0.352, -2.372, 0.389], [-3.016, 6.093, 2.383], [-0.094, -1.272, -1.215], [-1.648, -0.292, -0.878], [0.601, 1.939, -0.657], [2.185, -0.581, 0.152], [2.546, -1.998, 0.026], [0.247, -1.100, 0.127], [-0.017, -0.055, -0.346], [-1.101, -0.238, -0.100], [4.798, 5.361, -4.004], [-2.367, -4.927, 0.277], [-1.738, 1.565, 2.501], [-0.272, 0.929, -0.383], [-2.255, -2.855, 2.819], [-1.838, -0.806, -0.072], [1.410, 0.844, 1.055], [2.412, 1.408, -2.246], [0.070, 0.035, -0.185], [-0.337, -1.842, 0.540], [2.928, 1.273, 6.444], [-0.627, 3.306, 2.199], [1.743, -0.292, 0.156], [-1.773, -1.342, -4.699], [-0.662, -0.737, -0.422], [-1.834, 0.962, 1.599], [-1.954, -1.453, -0.068], [-0.457, -0.276, -1.337], [0.980, -0.528, -1.552], [1.236, -1.191, -2.205]],
  "mulliken_charge": [-0.3735, -0.2272, -0.1161, -0.2477, -0.4058, -0.4151, -0.3341, -0.4541, -0.5536, 0.2653, 0.1928, 0.0710, 0.5682, 0.1065, 0.3160, 0.0752, -0.1095, -0.7003, -0.7537, 0.3991, -0.1725, 0.3550, -0.0675, 0.3516, 0.4170, -0.0741, -0.3652, -0.5250, -0.5558, 0.2436, 0.0288, 0.1605, 0.3296, 0.2532, 0.2241, 0.7280, -0.7820, -0.4937, -0.5990, -0.3015, 0.0929, 0.2547, 0.4501, 0.2850, 0.4857, 0.0434, -0.1003, -0.6764, -0.6050, -0.0154, 0.3942, -0.0750, 0.5541, 0.3500, 0.0240, -0.2374, 0.3484, -0.6160, -0.6340, 0.1251, 0.3249, -0.4472, 0.3120, 0.2804, 0.3694, 0.0084, 0.0838, -0.6719, -0.6254, 0.6289, -0.1814, 0.1924, -0.0925, 0.3074, 0.1956, -0.6866, -0.5376, -0.4910, -0.0272, 0.1607, 0.6198, 0.3491, 0.2987, 0.1168, 0.6060],
  "spin_multiplicity": 1,
  "fmax_ev_per_a": 10.83,
  "homo_ha": -0.144,
  "relative_energy_ev": 0.584,
  "orbital_gap_ev": 8.34,
  "total_charge": -2,
  "energy_ev": -69148.1181
}